The following is a DFT calculation (the ωB97M-V functional and the def2-TZVPD basis) of a cluster of 4 separate species, C24H56INO8PSi in total.

Values from the calculation:
DFT total energy = -2533.1345 Ha
Orbital gap (spin up / spin down) = 8.12 / 9.15 eV
Net charge = 0
Multiplicity = 2
Highest occupied orbital energy (spin up / spin down) = -7.9 / -8.9 eV

Last columns: bonded neighbours and bond lengths (Å).
Element x y z (Å)
1 I -1.776 1.562 2.522  P2 2.457
2 P -1.715 0.574 0.273  I1 2.457, O9 1.654, C28 1.869
3 Si -2.883 -2.069 0.920  C27 1.874, C28 1.930, C30 1.873, C31 1.879
4 O 1.232 5.098 -3.682  C17 1.414, C23 1.418
5 O -2.522 -0.202 -4.737  C22 1.414, C33 1.417
6 O 2.035 -0.465 5.714  C14 1.417, C34 1.415
7 O 2.824 -2.459 0.098  N12 1.274
8 O 0.403 5.746 -0.939  C20 1.416, C26 1.413
9 O -0.335 1.313 -0.259  P2 1.654, H90 0.964
10 O -1.406 -0.443 -7.449  C24 1.415, C35 1.415
11 O 3.825 0.464 7.851  C25 1.414, C29 1.416
12 N 1.690 -1.881 0.142  O7 1.274, C13 1.484, C15 1.501
13 C 0.690 -2.461 -0.787  N12 1.484, C18 1.541, C32 1.539, C36 1.540
14 C 2.861 0.683 5.632  O6 1.417, C29 1.512, H49 1.095, H81 1.095
15 C 1.283 -1.333 1.478  N12 1.501, C16 1.530, C19 1.541, C21 1.539
16 C 2.020 -2.070 2.598  C15 1.530, H38 1.094, H68 1.089, H88 1.097
17 C -0.109 5.258 -4.103  O4 1.414, H53 1.093, H63 1.095, H79 1.089
18 C -0.616 -1.643 -0.803  C13 1.541, C28 1.567, H59 1.100, H60 1.095
19 C -0.227 -1.517 1.723  C15 1.541, C28 1.531, H64 1.098, H66 1.096
20 C 1.718 5.905 -1.440  O8 1.416, C23 1.513, H40 1.096, H70 1.094
21 C 1.695 0.150 1.500  C15 1.539, H42 1.093, H54 1.093, H89 1.095
22 C -2.805 -1.588 -4.728  O5 1.414, H46 1.097, H69 1.089, H80 1.093
23 C 1.727 6.190 -2.926  O4 1.418, C20 1.513, H52 1.094, H76 1.095
24 C -2.713 -0.337 -7.980  O10 1.415, H48 1.093, H56 1.088, H71 1.095
25 C 3.858 -0.850 8.371  O11 1.414, H47 1.089, H50 1.096, H91 1.093
26 C 0.026 4.396 -0.768  O8 1.413, H45 1.094, H65 1.090, H83 1.096
27 C -3.533 -1.624 2.620  Si3 1.874, H43 1.095, H57 1.093, H92 1.096
28 C -1.196 -1.195 0.582  P2 1.869, Si3 1.930, C18 1.567, C19 1.531
29 C 4.114 0.541 6.467  O11 1.416, C14 1.512, H77 1.094, H85 1.096
30 C -2.709 -3.934 0.910  Si3 1.873, H41 1.095, H58 1.097, H73 1.092
31 C -4.101 -1.590 -0.429  Si3 1.879, H44 1.096, H55 1.094, H74 1.096
32 C 1.288 -2.422 -2.205  C13 1.539, H37 1.093, H61 1.091, H75 1.095
33 C -1.187 0.109 -5.097  O5 1.417, C35 1.513, H62 1.096, H87 1.095
34 C 0.925 -0.316 6.578  O6 1.415, H51 1.093, H78 1.096, H84 1.089
35 C -1.075 0.580 -6.530  O10 1.415, C33 1.513, H67 1.094, H82 1.096
36 C 0.460 -3.928 -0.380  C13 1.540, H39 1.092, H72 1.094, H86 1.091
37 H 2.059 -1.651 -2.274  C32 1.093
38 H 1.805 -3.142 2.599  C16 1.094
39 H 1.353 -4.511 -0.614  C36 1.092
40 H 2.316 5.010 -1.234  C20 1.096
41 H -1.940 -4.291 1.603  C30 1.095
42 H 1.149 0.695 2.275  C21 1.093
43 H -2.717 -1.481 3.336  C27 1.095
44 H -3.588 -1.260 -1.339  C31 1.096
45 H 0.543 3.935 0.079  C26 1.094
46 H -2.334 -2.077 -3.866  C22 1.097
47 H 3.457 -0.806 9.382  C25 1.089
48 H -3.460 -0.219 -7.191  C24 1.093
49 H 3.146 0.814 4.583  C14 1.095
50 H 4.885 -1.230 8.415  C25 1.096
51 H 1.224 0.070 7.556  C34 1.093
52 H 2.756 6.377 -3.246  C23 1.094
53 H -0.764 5.529 -3.271  C17 1.093
54 H 1.519 0.633 0.535  C21 1.093
55 H -4.754 -0.774 -0.105  C31 1.094
56 H -2.911 -1.256 -8.529  C24 1.088
57 H -4.129 -0.707 2.616  C27 1.093
58 H -3.669 -4.329 1.263  C30 1.097
59 H -1.348 -2.278 -1.324  C18 1.100
60 H -0.477 -0.765 -1.443  C18 1.095
61 H 1.725 -3.384 -2.475  C32 1.091
62 H -0.536 -0.759 -4.942  C33 1.096
63 H -0.189 6.024 -4.882  C17 1.095
64 H -0.392 -2.550 2.058  C19 1.098
65 H -1.046 4.381 -0.569  C26 1.090
66 H -0.467 -0.887 2.588  C19 1.096
67 H -0.042 0.883 -6.722  C35 1.094
68 H 3.096 -1.913 2.543  C16 1.089
69 H -3.884 -1.699 -4.643  C22 1.089
70 H 2.178 6.747 -0.914  C20 1.094
71 H -2.789 0.510 -8.671  C24 1.095
72 H -0.383 -4.343 -0.941  C36 1.094
73 H -2.513 -4.358 -0.078  C30 1.092
74 H -4.725 -2.451 -0.693  C31 1.096
75 H 0.516 -2.191 -2.948  C32 1.095
76 H 1.139 7.092 -3.131  C23 1.095
77 H 4.748 1.417 6.306  C29 1.094
78 H 0.176 0.356 6.143  C34 1.096
79 H -0.432 4.304 -4.518  C17 1.089
80 H -2.463 -2.077 -5.644  C22 1.093
81 H 2.306 1.574 5.946  C14 1.095
82 H -1.719 1.454 -6.680  C35 1.096
83 H 0.237 3.812 -1.670  C26 1.096
84 H 0.480 -1.302 6.703  C34 1.089
85 H 4.671 -0.345 6.144  C29 1.096
86 H 0.251 -4.043 0.684  C36 1.091
87 H -0.842 0.911 -4.435  C33 1.095
88 H 1.666 -1.640 3.543  C16 1.097
89 H 2.766 0.225 1.716  C21 1.095
90 H -0.516 1.713 -1.118  O9 0.964
91 H 3.253 -1.536 7.773  C25 1.093
92 H -4.158 -2.446 2.988  C27 1.096